# 1
{"formula": "C50H35N8O3Zn", "method": "ωB97M-V with the def2-TZVPD basis set", "species": ["Zn", "C", "C", "C", "C", "C", "C", "C", "C", "C", "C", "C", "N", "C", "C", "C", "C", "C", "C", "C", "C", "C", "C", "C", "C", "C", "N", "C", "C", "C", "C", "C", "C", "C", "C", "C", "C", "C", "C", "N", "C", "C", "N", "C", "C", "C", "C", "C", "C", "H", "H", "H", "H", "H", "H", "H", "H", "H", "H", "H", "H", "H", "H", "H", "H", "H", "H", "H", "H", "H", "H", "H", "H", "H", "H", "H", "H", "N", "C", "O", "C", "C", "N", "C", "N", "H", "H", "N", "C", "C", "O", "O", "H", "H", "H", "H", "H"], "xyz": [[0.4486, 0.0657, 0.1384], [-5.2731, 3.9638, 3.0239], [-5.4963, 3.6760, 1.6878], [-4.6654, 2.8015, 1.0067], [-3.5713, 2.2130, 1.6431], [-3.3874, 2.4807, 3.0036], [-4.2234, 3.3445, 3.6848], [-2.5752, 1.3630, 0.9655], [-2.0197, 1.7453, -0.2623], [-2.4462, 2.8086, -1.1367], [-1.7454, 2.6719, -2.2903], [-0.8199, 1.5855, -2.0865], [-1.0100, 1.0540, -0.8678], [0.2054, 1.2481, -3.0039], [1.4168, 0.6722, -2.6279], [2.6167, 0.5417, -3.4225], [3.6016, 0.1451, -2.5826], [2.9857, -0.0504, -1.2877], [3.6397, -0.6702, -0.1921], [5.0476, -0.3309, 0.0317], [5.4866, 0.9344, -0.3985], [6.7710, 1.3800, -0.1569], [7.6747, 0.5893, 0.5352], [7.2542, -0.6444, 1.0029], [5.9679, -1.0921, 0.7645], [2.8946, -1.5809, 0.6014], [1.5679, -1.4484, 0.8122], [1.1393, -2.5331, 1.5070], [-0.1215, -2.6770, 2.0897], [-0.3441, -3.9116, 2.8729], [-0.2864, -5.1615, 2.2591], [-0.4694, -6.3180, 2.9952], [-0.6876, -6.2410, 4.3619], [-0.7259, -5.0049, 4.9877], [-0.5627, -3.8477, 4.2466], [-1.1354, -1.7010, 2.0650], [-2.3698, -1.7341, 2.7996], [-3.0039, -0.5531, 2.5536], [-2.1865, 0.1688, 1.6209], [-1.0730, -0.5519, 1.3466], [2.2441, -3.4343, 1.6968], [3.3350, -2.8333, 1.1619], [1.6849, 0.2492, -1.3662], [-0.0978, 1.5224, -4.4182], [0.7363, 2.1981, -5.3057], [0.3765, 2.3313, -6.6378], [-0.8171, 1.8037, -7.1051], [-1.6659, 1.1503, -6.2241], [-1.3117, 1.0191, -4.8959], [-5.9148, 4.6596, 3.5487], [-6.3283, 4.1369, 1.1707], [-4.8830, 2.5559, -0.0230], [-2.5654, 2.0086, 3.5240], [-4.0481, 3.5433, 4.7343], [-3.1683, 3.5676, -0.9035], [-1.7958, 3.2993, -3.1622], [2.7027, 0.7270, -4.4760], [4.6285, -0.0743, -2.8205], [4.7904, 1.5862, -0.9036], [7.0671, 2.3643, -0.4926], [8.6832, 0.9346, 0.7187], [7.9388, -1.2656, 1.5657], [5.6936, -2.0535, 1.1601], [-0.0936, -5.2156, 1.1971], [-0.4434, -7.2794, 2.4986], [-0.8277, -7.1425, 4.9400], [-0.8703, -4.9388, 6.0586], [-0.5728, -2.8814, 4.7310], [-2.7108, -2.5357, 3.4312], [-3.9585, -0.2316, 2.9338], [2.2046, -4.3960, 2.1731], [4.3054, -3.2831, 1.0774], [1.6429, 2.6548, -4.9360], [1.0348, 2.8531, -7.3217], [-1.0921, 1.9115, -8.1462], [-2.6002, 0.7307, -6.5733], [-1.9688, 0.5074, -4.2060], [-0.0807, 3.1599, 2.3546], [0.5659, 2.8408, 1.1787], [1.1035, 1.7089, 1.1040], [0.6216, 3.8573, 0.1973], [-0.1109, 5.0308, 0.3783], [-0.7482, 5.9767, 0.5757], [1.3749, 3.7647, -0.9755], [1.9828, 3.7792, -1.9579], [-0.7137, 3.9432, 2.3698], [-0.3042, 2.3714, 2.9379], [-3.2968, -2.9389, -0.3522], [-2.5497, -2.0197, -1.2141], [-1.2797, -2.7142, -1.6962], [-1.3993, -4.0487, -1.7390], [-0.2862, -2.1402, -2.0353], [-4.2275, -2.5797, -0.1746], [-2.8252, -2.9931, 0.5489], [-2.2672, -4.2668, -1.3400], [-2.2657, -1.0740, -0.7481], [-3.1468, -1.8083, -2.1080]], "mulliken_charge": [-0.497, -0.435, -0.832, -0.424, 0.547, -0.221, -1.007, 0.439, 0.394, -1.503, -1.497, -0.327, 1.541, 1.032, 0.036, -1.280, -1.232, 0.015, 0.227, 0.695, -0.296, -0.968, -0.383, -0.931, -0.237, 0.531, 0.604, 0.675, 0.869, 0.091, -0.467, -0.781, -0.406, -0.935, -0.219, 0.181, -1.250, -1.404, 0.352, 0.322, -1.386, -1.437, 1.115, -0.375, -0.196, -0.934, -0.425, -0.859, -0.065, 0.396, 0.394, 0.581, 0.420, 0.381, 0.849, 0.606, 0.821, 0.644, 0.514, 0.388, 0.380, 0.393, 0.079, 0.548, 0.391, 0.386, 0.382, 0.538, 0.615, 0.656, 0.504, 0.515, 0.684, 0.397, 0.372, 0.400, 0.458, -0.396, 0.514, -0.655, 0.783, -0.397, -0.759, 0.311, -0.783, 0.263, 0.284, -0.818, 0.222, 0.077, -0.538, -0.423, 0.286, 0.142, 0.403, -0.169, 0.503], "total_charge": -1, "mol_weight_g_mol": 861.3, "gap_ev": [5.2, 5.2]}



# 2
{"formula": "C5H5NO", "method": "ωB97M-V with the def2-TZVPD basis set", "species": ["N", "C", "C", "C", "O", "C", "C", "H", "H", "H", "H", "H"], "xyz": [[0.5877, -0.5036, -3.3313], [0.0936, -0.1838, -2.1686], [-0.0302, -0.1643, -0.6842], [0.9949, 0.6125, -0.3713], [1.1298, 0.6451, 0.8863], [-0.1286, 0.1798, 1.5003], [-1.0692, -0.4527, 0.3461], [1.8706, 1.0148, -1.0619], [-0.4657, 1.1109, 1.8555], [0.3578, -0.6640, 2.2216], [-2.1356, -0.1121, 0.2647], [-1.2051, -1.4827, 0.5428]], "nbo_charge": [-0.371, 0.259, -0.279, 0.242, -0.468, -0.080, -0.438, 0.246, 0.208, 0.221, 0.237, 0.222], "total_charge": 0, "mol_weight_g_mol": 95.1, "smiles": "N#CC1=COCC1", "gap_ev": 9.3}



# 3
{"formula": "C5H8O3S", "method": "ωB97M-V with the def2-TZVPD basis set", "species": ["C", "S", "O", "O", "C", "C", "C", "C", "O", "H", "H", "H", "H", "H", "H", "H", "H"], "xyz": [[1.5268, 0.6815, 2.0948], [1.1953, 1.2357, 0.5918], [2.1706, 2.0639, -0.0231], [-0.2346, 2.0590, 0.8718], [0.5549, 0.2119, -0.6954], [-0.4564, -0.6429, -0.6316], [-0.8404, -1.3360, -1.9902], [-1.4538, -0.7515, 0.4240], [-1.3224, -0.3245, 1.5610], [0.7490, 0.1067, 2.6055], [2.5400, 0.5488, 2.1625], [-0.7183, 1.2857, 1.2185], [1.1782, 0.5792, -1.5214], [-1.8726, -1.5079, -1.9434], [-0.1862, -2.2714, -2.0730], [-0.4353, -0.7251, -2.7443], [-2.3949, -1.2132, 0.0924]], "nbo_charge": [-1.027, 2.023, -0.906, -0.876, -0.388, -0.122, -0.612, 0.415, -0.544, 0.255, 0.231, 0.486, 0.261, 0.215, 0.228, 0.226, 0.135], "total_charge": 0, "mol_weight_g_mol": 148.2, "smiles": "C=[S@](=O)(O)/C=C(/C)C=O", "gap_ev": [6.9, 6.9]}



# 4
{"formula": "C4H6O2", "method": "ωB97M-V with the def2-TZVPD basis set", "species": ["C", "C", "C", "O", "H", "H", "H", "H", "C", "O", "H", "H"], "xyz": [[-1.0252, 1.2831, -0.1869], [0.2241, 1.1005, 0.1993], [1.4742, 0.4068, 0.2537], [1.1753, 1.6739, 0.9562], [-1.4558, 0.5990, -0.9067], [-1.6150, 2.1218, 0.1566], [2.1819, 0.4785, -0.5721], [1.6037, -0.4478, 0.9177], [-0.6456, -1.8070, -0.1966], [0.3106, -1.7375, -0.9298], [-0.6024, -1.5108, 0.8680], [-1.6260, -2.1605, -0.5593]], "nbo_charge": [-0.547, 0.299, -0.125, -0.464, 0.215, 0.223, 0.205, 0.196, 0.276, -0.513, 0.117, 0.117], "total_charge": 0, "mol_weight_g_mol": 86.1, "smiles": "C=C1CO1.C=O", "gap_ev": 10.0}